Molecular formula: C36H72O12
Method: DFT, the ωB97M-V functional and the def2-TZVPD basis

Geometry as XYZ:
```
120
Properties=species:S:1:pos:R:3:forces:R:3:mulliken_charge:R:1
C 0.102488 -4.611773 -10.382574 0.0622 0.3571 0.2121 0.192
C 1.241116 -4.058950 -9.534615 0.0796 -0.5294 0.6031 0.369
O 2.400100 -4.120446 -9.862425 0.0836 -0.0330 -0.4218 -0.603
C 0.859059 -3.497703 -8.176939 0.1894 -0.3135 -0.1438 -0.791
H -0.154061 -5.646173 -10.142784 0.2640 -0.0164 0.3134 -0.079
H 0.358029 -4.600418 -11.440131 -0.0554 0.2111 -0.0135 0.319
H -0.778252 -4.014435 -10.139077 -0.1517 -0.0518 -0.4282 -0.118
H 1.693362 -2.979910 -7.709203 -0.0033 0.2811 -0.3094 0.416
H 0.663522 -4.334722 -7.498949 -0.4299 -0.0498 -0.1501 0.224
H -0.027400 -2.878020 -8.279805 -0.0017 0.0404 0.3181 0.090
C -8.603411 -6.461513 -12.204266 -0.7677 0.5268 0.4590 -1.436
C -7.261400 -6.134575 -11.594327 0.2842 -0.3037 -0.8898 0.986
O -6.309121 -5.974374 -12.333973 0.0409 0.0119 0.1930 -0.531
C -7.102852 -6.022378 -10.116475 0.1466 -0.3572 1.0013 -0.899
H -9.304483 -5.622613 -12.101945 0.3197 0.2159 0.1936 0.412
H -9.132253 -7.248801 -11.662031 0.2785 -0.2963 -0.1904 0.364
H -8.537652 -6.621611 -13.275783 0.2556 -0.3932 0.0682 0.325
H -6.184749 -5.494968 -9.856336 -0.3166 0.6034 -0.1944 0.157
H -6.922291 -6.973975 -9.598407 -0.3328 -0.3679 -0.5941 0.181
H -7.999833 -5.634025 -9.633244 0.1735 0.3464 -0.0158 0.410
C 0.527968 -11.213096 -11.142774 0.8450 0.6997 0.7510 -0.921
C -0.505244 -11.762292 -10.226831 -1.5848 -0.7468 -0.1786 0.581
O -0.298824 -12.326834 -9.179626 0.5825 0.1631 -0.0695 -0.605
C -1.968791 -11.583111 -10.680000 1.1612 0.7469 0.5043 0.836
H 0.196495 -11.205174 -12.172438 0.2200 -0.3249 -0.1303 0.356
H 1.508267 -11.645371 -10.940795 -0.1187 -0.3372 -0.3685 0.413
H 0.667405 -10.161808 -10.855636 -0.2582 0.0596 -0.0891 0.025
H -2.006367 -10.924276 -11.545065 -0.2940 -0.2352 -0.1618 -0.661
H -2.389457 -11.027561 -9.842357 -0.4814 -0.1639 -0.1264 -0.599
H -2.442845 -12.549062 -10.824341 -0.0830 0.0172 -0.0421 0.560
C -4.611375 -9.969277 -8.290674 -0.0528 -0.9307 0.6740 0.692
C -5.263971 -11.227670 -7.729319 0.2782 -0.5807 -0.3599 0.321
O -6.452104 -11.315135 -7.568387 -0.4294 0.1874 0.2622 -0.594
C -4.351031 -12.466598 -7.530006 -0.9563 1.4479 -0.5549 -0.804
H -3.558117 -10.043327 -8.027324 0.1340 0.5190 -0.3528 0.177
H -5.072966 -9.068311 -7.897230 -0.0664 0.0059 -0.0578 0.070
H -4.767624 -10.039277 -9.367596 0.2876 0.2180 -0.0766 -0.576
H -3.473661 -12.296500 -8.147782 0.3414 -0.4406 0.2982 0.128
H -4.937389 -13.311559 -7.878689 0.1694 -0.2243 0.1726 0.352
H -4.138766 -12.534760 -6.466033 0.2963 -0.2001 -0.0165 0.283
C 0.020618 -8.830328 -13.436099 0.4670 -1.1070 0.0332 -0.630
C -0.271200 -7.809919 -14.500258 0.1949 0.1313 -0.0790 0.481
O -0.753382 -6.741728 -14.212732 -0.2123 0.3082 0.0606 -0.439
C 0.103064 -8.146570 -15.930584 0.3410 0.4433 0.3519 -1.396
H -0.765407 -8.975045 -12.694996 -0.1744 0.4402 -0.0887 -0.017
H 0.941542 -8.604532 -12.891182 -0.0832 0.4671 -0.0446 0.475
H 0.242034 -9.813393 -13.861061 -0.1942 0.0699 -0.2340 0.429
H -0.478896 -9.007658 -16.254324 0.1161 -0.0351 -0.2136 0.346
H 1.174384 -8.356099 -15.989185 -0.0682 -0.4495 0.1416 0.372
H -0.029014 -7.273406 -16.565814 -0.4607 -0.0843 -0.0067 0.354
C -4.602198 -0.378836 -11.320814 -0.5815 -0.1870 -0.4870 -1.354
C -4.638453 -1.774165 -10.731578 -1.0437 -0.5871 -0.0608 0.536
O -5.325946 -1.990231 -9.754259 0.2652 0.1500 0.1246 -0.582
C -3.975264 -2.934603 -11.449377 0.1229 0.8330 -0.3432 0.124
H -3.618379 -0.079131 -11.674297 0.0558 0.2532 0.3950 0.316
H -5.164256 0.279503 -10.659680 0.7529 0.2127 0.3870 0.383
H -5.233759 -0.316937 -12.217918 0.1832 -0.6007 -0.1381 0.351
H -4.302571 -3.909316 -11.104694 -0.0661 0.1357 0.3490 -0.215
H -2.895414 -2.795607 -11.381017 0.0588 -0.2289 -0.0046 0.041
H -4.207250 -2.834876 -12.510242 0.0761 -0.0968 -0.0404 0.397
C -1.560080 -3.406957 -14.308096 -0.5153 -0.3409 0.0241 -0.259
C -1.715561 -1.908270 -14.271703 0.9351 -0.3461 0.4651 0.614
O -2.320701 -1.372552 -13.370826 -0.0273 0.3809 -0.3834 -0.471
C -0.972846 -1.116949 -15.331034 -0.2397 -0.1669 0.0388 -1.288
H -0.507022 -3.666423 -14.406178 -0.0420 -0.1300 -0.0731 0.386
H -2.123745 -3.877992 -15.118376 0.2690 0.2290 -0.3090 0.356
H -1.987800 -3.864076 -13.417292 0.2138 0.1644 0.1877 -0.339
H -0.045246 -1.566255 -15.684594 -0.1057 -0.3647 0.1842 0.337
H -0.720513 -0.131113 -14.948496 -0.4154 0.1667 -0.2015 0.354
H -1.653488 -1.110440 -16.187314 0.1153 0.4868 -0.0891 0.306
C -4.152272 -5.562837 -4.137459 -0.2107 0.1295 -0.2643 -1.267
C -3.410087 -6.288476 -5.217791 0.0163 -0.2977 -0.4628 0.780
O -2.566030 -5.769470 -5.913246 0.0797 0.3349 0.2116 -0.438
C -3.775384 -7.730214 -5.486060 0.0559 -0.1160 -0.9349 -0.806
H -4.090007 -6.104994 -3.194256 0.0653 0.0949 0.0640 0.406
H -5.206791 -5.536346 -4.426349 -0.0206 -0.0524 0.0637 0.327
H -3.810391 -4.533570 -4.068037 0.1217 -0.0683 0.1705 0.257
H -3.178007 -8.072656 -6.333193 0.5321 -0.0922 0.4457 -0.018
H -4.769179 -7.838350 -5.931797 -0.3691 0.2102 0.7881 0.272
H -3.636644 -8.356658 -4.607535 -0.2161 -0.1097 -0.0493 0.511
C -2.950449 -6.469171 -11.553658 -0.1022 0.7144 -0.2068 1.051
C -2.749236 -7.285177 -10.303695 0.8340 0.5527 -0.4350 0.599
O -2.424735 -8.452253 -10.382806 -0.2085 -0.1923 0.2280 -0.495
C -2.772000 -6.561537 -8.958489 -0.3410 -0.9182 -0.9215 -0.258
H -3.998636 -6.227236 -11.758639 -0.1073 -0.2337 0.1771 -0.263
H -2.514711 -6.915641 -12.442371 -0.0191 -0.3256 0.1247 -0.415
H -2.478889 -5.487239 -11.450813 0.0713 -0.0661 0.2133 -0.436
H -3.731782 -6.813471 -8.502158 0.0488 0.2074 0.2500 0.274
H -2.676842 -5.487754 -9.083569 0.0007 0.0419 0.2177 0.129
H -1.971368 -7.014348 -8.379282 -0.0541 0.2772 0.3046 -0.211
C -3.817960 -0.306060 -6.962136 0.0624 0.5016 0.8181 -1.205
C -3.757139 -1.777745 -6.646030 -0.3138 -0.9579 -0.9681 0.779
O -4.746839 -2.448830 -6.465567 0.0343 0.2422 0.3318 -0.576
C -2.371221 -2.422712 -6.662221 -0.5101 0.5340 -0.4828 -0.562
H -4.696885 0.043868 -7.498767 -0.0249 -0.5794 -0.3208 0.283
H -2.894936 0.017616 -7.438020 -0.0970 0.1906 -0.0303 0.312
H -3.917478 0.209124 -5.997623 0.3364 0.0276 0.0078 0.380
H -1.819992 -1.965709 -7.485888 0.2873 0.2303 0.3229 0.242
H -2.408158 -3.485665 -6.884084 -0.2608 -0.0934 0.5027 0.041
H -1.911272 -2.212384 -5.696176 0.3666 -0.1285 -0.1284 0.328
C 3.889744 -8.574819 -7.459052 0.0763 -0.7370 0.0703 -1.142
C 2.466033 -8.357156 -7.012334 -0.3247 0.3709 -0.0548 0.617
O 2.115514 -8.584624 -5.881587 -0.0606 -0.0690 0.0648 -0.564
C 1.490982 -7.800075 -8.057513 0.3756 -0.3053 0.8260 0.061
H 4.381210 -7.647200 -7.747493 -0.0873 0.0041 -0.1834 0.306
H 3.887797 -9.290527 -8.286602 0.0314 0.3359 -0.2706 0.297
H 4.461940 -9.067761 -6.674651 -0.0833 0.2504 0.2020 0.329
H 1.399911 -8.530127 -8.861679 0.0956 0.2709 -0.2818 -0.081
H 1.897717 -6.840649 -8.380427 -0.0794 -0.0874 -0.4515 0.092
H 0.515098 -7.653497 -7.599603 0.0148 0.0023 0.0573 0.059
C -3.976252 -9.071297 -13.579991 0.1242 -1.0759 -1.0482 0.320
C -5.027067 -10.150183 -13.783644 -0.5029 0.4754 0.5181 0.464
O -5.107355 -10.763951 -14.814672 -0.0886 -0.2702 -0.2217 -0.583
C -5.927609 -10.452850 -12.574490 0.3114 -0.0175 -0.7240 -0.609
H -3.238535 -9.595607 -12.965203 -0.0072 0.7570 0.6310 -0.506
H -4.366548 -8.121359 -13.233440 0.0948 -0.1404 0.5558 0.164
H -3.469733 -8.925223 -14.535754 -0.1780 0.1434 -0.0806 0.316
H -5.291291 -10.466174 -11.690490 -0.2170 -0.0093 0.1964 -0.133
H -6.446684 -11.397221 -12.722555 0.1943 -0.1136 0.0451 0.355
H -6.704397 -9.693400 -12.473120 0.2068 0.2477 0.0784 0.228
```
Forces are in eV/Å.

LUMO energy ... 0.3 eV
M ... 696.96 g/mol
Total charge ... 0
SMILES ... CC(C)=O.CC(C)=O.CC(C)=O.CC(C)=O.CC(C)=O.CC(C)=O.CC(C)=O.CC(C)=O.CC(C)=O.CC(C)=O.CC(C)=O.CC(C)=O
Kohn-Sham gap ... 9.619 eV
Relative energy (zero: lowest compared OMol25 entry of this formula, charge and spin) ... 1.270 eV
Strongest force on any atom ... 1.8 eV Å⁻¹
Energy ... -2317.7117 a.u.